Entry 1:
Formula: C28H38N3O2P
Source: OMol25
Level of theory: ωB97M-V with the def2-TZVPD basis set

```
72
Properties=species:S:1:pos:R:3:forces:R:3
C 3.72979 -1.86622 4.80682 0.1 -0.1 -0.3
C 4.10338 -1.57186 3.35532 -0.1 0.0 0.0
C 4.88676 -0.26520 3.25350 0.0 -0.3 -0.1
C 2.87775 -1.57074 2.43204 -0.1 0.1 0.1
C 1.77827 -0.59402 2.83664 0.7 -0.1 0.5
O 0.77633 -0.53634 1.82791 -0.6 0.3 -0.8
P 0.51550 0.85129 1.04454 -0.4 -0.7 -0.1
O 1.16946 2.00830 1.67208 0.2 0.6 0.0
C -1.28422 0.92682 0.90753 0.7 0.1 0.2
C -2.08984 -0.19754 1.02254 0.0 0.1 0.1
C -3.42243 -0.14006 0.68602 -0.1 -0.1 0.0
C -3.99773 1.04512 0.20047 0.2 0.0 0.1
N -5.30898 1.07309 -0.19348 -0.2 0.0 -0.1
C -5.97512 2.31492 -0.49093 0.1 0.1 0.0
C -6.00451 -0.15077 -0.51049 0.0 -0.1 0.2
C -3.18498 2.18738 0.14140 -0.2 0.1 0.0
C -1.85156 2.11895 0.47989 0.1 -0.1 0.2
C 1.10470 0.51494 -0.73573 -0.2 0.3 0.8
N 2.28684 -0.29592 -0.74180 -0.1 -0.5 -0.3
C 3.57142 0.18007 -0.62916 0.3 0.1 0.0
C 4.63633 -0.66204 -0.96807 -0.1 -0.1 0.0
C 5.94170 -0.23913 -0.82469 0.0 0.0 0.0
C 6.21803 1.03236 -0.34848 0.2 0.1 0.1
C 5.16837 1.87072 -0.01046 0.2 0.0 -0.1
C 3.85707 1.45678 -0.14287 -0.2 0.0 -0.1
C -0.04476 -0.12600 -1.44217 0.1 -0.2 -0.3
C -0.37957 -1.45437 -1.21595 0.1 0.1 -0.2
C -1.53042 -2.00325 -1.74288 -0.1 -0.2 -0.1
C -2.42199 -1.23335 -2.50023 0.1 0.1 0.2
N -3.63660 -1.74065 -2.92417 -0.3 -0.1 -0.1
C -3.86515 -3.16514 -2.85191 0.1 0.0 0.1
C -4.38692 -1.01623 -3.92388 0.1 0.1 0.0
C -2.05616 0.09354 -2.75729 -0.1 0.0 -0.1
C -0.89645 0.62832 -2.23711 0.1 -0.2 0.0
H 4.62827 -2.00790 5.40348 0.1 0.0 0.1
H 3.16656 -1.04059 5.23370 -0.1 0.1 0.1
H 3.12849 -2.77020 4.87466 -0.1 -0.1 0.1
H 4.75617 -2.38002 3.00298 -0.1 0.0 0.0
H 4.30397 0.56966 3.63263 0.0 0.2 0.1
H 5.15086 -0.05626 2.21980 0.1 0.1 -0.1
H 5.80270 -0.33187 3.83669 0.1 0.1 0.1
H 3.20529 -1.31015 1.42502 0.0 -0.1 0.0
H 2.44944 -2.57596 2.39669 0.0 -0.1 -0.1
H 2.18278 0.41093 2.98971 -0.1 -0.1 0.1
H 1.28207 -0.92513 3.75382 0.0 0.1 -0.1
H -1.65989 -1.11940 1.38180 0.0 -0.1 0.0
H -4.02653 -1.02569 0.79978 -0.1 -0.1 0.0
H -7.05243 2.15876 -0.45993 0.0 0.0 0.0
H -5.72497 3.06615 0.25873 0.0 0.1 0.0
H -5.70853 2.70575 -1.48156 0.0 0.1 0.0
H -6.42661 -0.62127 0.38507 0.0 -0.1 -0.1
H -5.32926 -0.85810 -0.99525 0.0 -0.1 0.0
H -6.82023 0.06583 -1.19872 0.0 0.0 0.0
H -3.58552 3.12604 -0.20623 -0.1 0.1 0.0
H -1.22503 2.99662 0.41026 0.0 0.2 0.0
H 1.31024 1.50442 -1.16647 -0.1 -0.1 0.0
H 2.18891 -1.20012 -1.17776 0.0 0.2 0.0
H 4.42552 -1.65560 -1.34199 0.0 -0.1 0.0
H 6.74961 -0.90662 -1.08884 0.0 -0.1 0.0
H 7.23978 1.36241 -0.23686 0.1 0.0 0.0
H 5.37184 2.86079 0.37077 0.0 0.1 0.0
H 3.05632 2.11163 0.15781 -0.1 0.1 0.1
H 0.25263 -2.06808 -0.59025 0.0 -0.1 0.1
H -1.74006 -3.03893 -1.53277 -0.1 -0.1 0.0
H -3.80470 -3.50183 -1.81579 0.0 -0.1 0.0
H -4.86716 -3.38629 -3.21424 0.0 0.0 0.0
H -3.14646 -3.73890 -3.45032 0.0 0.0 0.0
H -4.65934 -0.02980 -3.54579 0.0 0.1 -0.1
H -5.30716 -1.55483 -4.14116 0.0 0.0 0.0
H -3.82896 -0.89202 -4.86028 0.0 0.1 0.0
H -2.68274 0.73141 -3.35773 -0.1 0.0 -0.1
H -0.65760 1.66269 -2.44077 0.0 0.1 0.0
```
Forces are in eV/Å.

As for the SMILES: CC(C)CCO[P@](=O)(c1ccc(N(C)C)cc1)[C@@H](Nc1ccccc1)c1ccc(N(C)C)cc1. The value obtained for the electronic energy is -47508.68714 eV. The LUMO energy comes out at 0.5054 eV. The calculation puts the HOMO-LUMO gap at 7.931 eV. As for the HOMO energy: -0.2729 Ha.

Entry 2:
Formula: C28H38O27
Source: OMol25
Level of theory: ωB97M-V with the def2-TZVPD basis set

```
93
Properties=species:S:1:pos:R:3:forces:R:3
C -6.35811 -1.66417 0.81581 0.6 -0.6 0.1
C -6.18205 -0.17057 0.69463 2.5 -1.4 -0.8
C -5.90239 0.25998 -0.77508 0.2 -0.1 1.1
O -7.11782 0.90756 -1.10260 0.0 0.0 -1.3
C -7.91735 1.03293 -0.06575 -3.9 1.1 1.8
O -9.01021 1.62678 -0.06551 4.0 -2.1 0.1
O -7.38702 0.34074 1.04389 -2.8 3.0 -1.2
H -5.53758 -2.26119 0.41781 0.3 0.2 0.1
H -7.23081 -1.96702 0.23722 -0.2 0.1 0.2
H -6.49287 -1.90295 1.87076 -0.2 -0.2 -0.1
H -5.40912 0.24571 1.34068 0.1 -0.2 0.2
H -5.65033 -0.62486 -1.35957 -0.6 0.1 -0.4
H -5.09351 0.97416 -0.92918 0.0 0.1 0.3
O -4.35813 4.78801 -6.06413 3.3 -2.2 -1.0
C -3.37637 4.09272 -6.35955 -2.6 1.6 0.3
O -2.85772 3.93216 -7.58620 -2.0 2.0 -1.8
C -1.66739 3.28108 -7.62176 2.0 -2.2 0.9
C -1.64738 2.58208 -6.23218 0.5 0.6 -1.2
O -2.67236 3.33753 -5.53508 1.1 -1.4 1.6
H -1.58994 2.51506 -8.39332 -0.7 0.1 -0.2
H -0.77190 3.88013 -7.78711 -0.3 0.8 0.2
H -0.64667 2.64652 -5.80496 -0.4 0.4 0.6
H -1.82865 1.51586 -6.36795 -0.9 0.1 0.5
O -3.56233 -7.39575 -2.05224 2.5 -1.4 0.6
C -2.44263 -7.86600 -1.80942 -6.9 -0.2 -0.4
O -2.18818 -9.06423 -1.38479 -1.6 -4.7 1.2
C -0.80585 -9.43868 -1.32182 -0.7 1.1 -0.4
C -0.24788 -8.04607 -1.54467 1.5 -0.2 -0.4
O -1.37727 -7.26608 -1.90608 5.9 4.8 -0.6
H -0.55031 -9.78763 -0.32130 -0.3 -0.2 -0.2
H -0.55516 -10.17784 -2.08267 -0.2 0.0 0.0
H 0.45733 -7.92834 -2.36742 0.1 -0.2 0.2
H 0.24172 -7.78105 -0.60757 -0.3 1.0 -0.1
O 3.35324 5.95165 -2.48458 4.0 0.7 -0.1
C 4.58774 6.07626 -2.49678 -4.1 1.0 2.0
O 5.27661 7.06965 -1.77294 -2.6 -0.1 -0.8
C 6.66579 7.01543 -1.96502 -0.8 -0.5 0.1
C 6.72170 5.78047 -2.85800 2.9 -0.4 -0.3
O 5.41715 5.23667 -3.06866 1.3 0.6 0.2
H 7.09007 7.94046 -2.35539 -0.3 0.0 -0.4
H 7.08074 6.86778 -0.96796 0.3 -0.2 -0.2
H 7.39380 5.13460 -2.29300 -0.5 -0.9 -0.4
H 7.20427 5.96358 -3.81805 -0.3 0.0 -0.1
O 9.27541 -5.98545 -3.08640 -1.9 0.7 2.8
C 8.63980 -5.77573 -2.04754 1.7 -0.9 -5.3
O 9.16652 -5.74060 -0.85518 1.0 0.0 0.7
C 8.10748 -5.87713 0.04325 -0.9 0.7 1.9
C 6.95536 -5.22173 -0.73249 -0.9 -1.5 2.4
O 7.29392 -5.59788 -2.02372 0.5 0.6 -1.1
H 7.98687 -6.92585 0.31478 -0.3 -0.1 -0.4
H 8.32861 -5.37251 0.98375 0.2 0.2 -0.2
H 6.80539 -4.17388 -0.47244 0.6 0.4 -0.8
H 6.00755 -5.68432 -0.45726 0.0 -0.2 -0.2
O -3.59222 4.77137 2.93777 -1.0 0.5 -0.7
C -3.69302 5.41535 1.93308 0.8 -0.7 0.7
O -4.77275 5.76979 1.22662 -1.5 -0.4 1.3
C -4.41084 6.46685 0.08199 -0.9 0.5 -1.9
C -2.92810 6.46938 0.09920 0.1 0.7 -1.3
O -2.61086 5.86169 1.29178 1.8 -0.3 0.9
H -4.75361 5.95930 -0.81967 -0.4 -0.3 0.2
H -4.78440 7.48483 -0.02881 -0.5 -0.1 0.9
H -2.60395 7.50990 0.08106 0.7 -0.3 -0.2
H -2.62225 5.86779 -0.75675 0.9 0.3 0.1
O 0.78986 -2.49113 0.50393 0.8 3.1 -1.1
C 1.02400 -1.33054 0.14507 -0.9 -3.4 1.2
O 0.17044 -0.37989 -0.00256 -4.6 1.4 -0.4
C 0.72359 0.89573 -0.24339 0.6 1.0 0.9
C 2.21958 0.58353 -0.23573 -1.1 1.4 0.9
O 2.16509 -0.80424 -0.13955 5.4 -1.5 -0.8
H 0.41849 1.45732 -1.12637 -0.6 -0.8 -0.2
H 0.48546 1.50324 0.62972 -0.2 0.1 -0.2
H 2.62505 1.01308 0.68035 0.4 -0.3 0.1
H 2.76139 1.05435 -1.05602 0.1 -1.0 -0.3
O -4.15000 -6.75165 7.21440 2.9 0.4 -4.6
C -3.38062 -6.64576 6.21629 -0.8 0.0 5.3
O -2.05840 -6.33087 6.34092 0.2 -0.3 0.1
C -1.39920 -6.46219 5.04840 0.3 0.7 1.5
C -2.55671 -6.56044 4.11115 0.9 0.3 -1.1
O -3.62103 -6.82393 4.95619 -3.1 -0.9 -1.1
H -0.80643 -5.55265 4.95117 0.2 -0.3 -0.3
H -0.79144 -7.36656 5.01942 0.1 0.1 0.3
H -2.38875 -7.38922 3.42339 -0.5 0.1 -0.1
H -2.73027 -5.63763 3.55763 -0.2 -0.1 0.0
O 1.29588 6.93574 7.35261 2.3 -4.0 -1.9
C 1.90010 6.03467 6.71657 -2.7 3.7 0.6
O 3.14940 6.14106 6.28996 2.0 0.6 -0.4
C 3.42441 5.23443 5.18556 -0.7 -1.2 2.1
C 2.34436 4.19654 5.46428 -0.8 0.7 -1.1
O 1.35195 4.96424 6.12173 -1.2 -0.3 1.1
H 3.31683 5.73202 4.22175 0.4 0.0 0.2
H 4.30405 4.63699 5.42513 0.8 1.1 -0.7
H 2.67189 3.37565 6.10221 0.0 0.0 -0.1
H 1.89128 3.89380 4.52027 0.0 -0.6 0.2
```
Forces are in eV/Å.

As for the SMILES: C[C@H]1COC(=O)O1.O=C1OCCO1.O=C1OCCO1.O=C1OCCO1.O=C1OCCO1.O=C1OCCO1.O=C1OCCO1.O=C1OCCO1.O=C1OCCO1. The value obtained for the electronic energy is -84929.49418 eV. The LUMO energy comes out at -0.5225 eV. The energy above the lowest of the compared OMol25 structures with the same formula, charge and spin is 132.3 kcal/mol. The calculation puts the HOMO-LUMO gap at 10.169 eV. As for the HOMO energy: -0.3929 Ha.

Question: Look up the electronic energy of the first one.
Answer: -47508.68714 eV

Question: HOMO of number 1 (C28H38N3O2P)?
Answer: -0.2729 Ha

Question: Which value of electronic energy does entry 1 give?
Answer: -47508.68714 eV

Question: Among the records above, which one has the highest HOMO-LUMO gap?
Answer: C28H38O27